{
  "formula": "C26H72N2O18",
  "method": "ωB97M-V/def2-TZVPD",
  "orbital_gap_ev": 8.76,
  "homo_ev": -9.0708,
  "species": ["C", "O", "C", "C", "N", "C", "C", "O", "C", "H", "H", "H", "H", "H", "H", "H", "H", "H", "H", "H", "H", "H", "H", "H", "C", "O", "C", "C", "N", "C", "C", "O", "C", "H", "H", "H", "H", "H", "H", "H", "H", "H", "H", "H", "H", "H", "H", "H", "O", "C", "C", "O", "H", "H", "H", "H", "H", "H", "O", "C", "C", "O", "H", "H", "H", "H", "H", "H", "O", "C", "C", "O", "H", "H", "H", "H", "H", "H", "O", "C", "C", "O", "H", "H", "H", "H", "H", "H", "O", "C", "C", "O", "H", "H", "H", "H", "H", "H", "O", "C", "C", "O", "H", "H", "H", "H", "H", "H", "O", "C", "C", "O", "H", "H", "H", "H", "H", "H"],
  "positions_angstrom": [[-8.710000, 26.300000, -6.032000], [-7.769000, 27.012000, -6.838000], [-7.547000, 28.336000, -6.430000], [-6.545000, 28.481000, -5.241000], [-6.327000, 29.919000, -4.906000], [-5.475000, 30.031000, -3.767000], [-5.531000, 31.433000, -3.244000], [-4.646000, 31.557000, -2.129000], [-4.724000, 32.793000, -1.475000], [-8.384000, 26.171000, -5.017000], [-8.712000, 25.331000, -6.405000], [-9.675000, 26.815000, -6.013000], [-8.486000, 28.724000, -6.096000], [-7.153000, 28.956000, -7.263000], [-5.565000, 28.141000, -5.624000], [-6.676000, 27.845000, -4.432000], [-7.195000, 30.500000, -4.620000], [-4.442000, 29.786000, -4.002000], [-5.769000, 29.351000, -2.959000], [-6.438000, 31.792000, -2.848000], [-5.286000, 32.221000, -3.997000], [-4.230000, 33.585000, -2.024000], [-4.194000, 32.585000, -0.553000], [-5.709000, 33.051000, -1.155000], [-4.808000, 26.615000, -8.790000], [-3.895000, 27.112000, -7.822000], [-3.569000, 28.538000, -7.781000], [-2.700000, 28.705000, -6.556000], [-2.441000, 30.159000, -6.311000], [-1.689000, 30.329000, -5.068000], [-1.478000, 31.818000, -4.673000], [-0.659000, 31.787000, -3.532000], [-1.354000, 31.769000, -2.275000], [-4.465000, 26.730000, -9.829000], [-5.783000, 26.982000, -8.736000], [-4.868000, 25.484000, -8.574000], [-4.495000, 29.200000, -7.691000], [-3.042000, 28.860000, -8.655000], [-1.760000, 28.112000, -6.584000], [-3.334000, 28.259000, -5.817000], [-3.388000, 30.611000, -6.124000], [-0.709000, 29.848000, -5.105000], [-2.090000, 29.799000, -4.255000], [-2.436000, 32.383000, -4.601000], [-0.893000, 32.287000, -5.494000], [-0.457000, 31.824000, -1.589000], [-1.976000, 30.849000, -2.096000], [-1.986000, 32.582000, -2.016000], [-5.309000, 31.822000, 4.249000], [-5.824000, 32.246000, 5.500000], [-5.073000, 31.714000, 6.653000], [-5.072000, 30.268000, 6.486000], [-5.854000, 32.222000, 3.539000], [-5.761000, 33.320000, 5.543000], [-6.872000, 32.023000, 5.448000], [-5.405000, 31.997000, 7.639000], [-4.090000, 32.157000, 6.475000], [-4.693000, 30.104000, 5.556000], [-7.324000, 32.205000, 2.233000], [-6.667000, 31.218000, 1.452000], [-7.488000, 30.933000, 0.224000], [-6.826000, 29.967000, -0.623000], [-7.872000, 31.689000, 2.890000], [-5.791000, 31.641000, 1.077000], [-6.349000, 30.313000, 2.020000], [-7.727000, 31.920000, -0.242000], [-8.362000, 30.389000, 0.638000], [-6.598000, 29.231000, -0.087000], [-5.464000, 28.044000, 0.843000], [-4.102000, 28.351000, 0.874000], [-3.740000, 29.542000, -0.063000], [-2.341000, 29.775000, 0.177000], [-5.525000, 27.067000, 0.820000], [-3.806000, 28.682000, 1.831000], [-3.475000, 27.507000, 0.707000], [-4.389000, 30.379000, 0.224000], [-3.909000, 29.319000, -1.111000], [-1.861000, 29.096000, -0.248000], [-1.550000, 33.302000, 7.160000], [-0.807000, 32.141000, 7.038000], [0.011000, 32.032000, 8.339000], [0.824000, 30.914000, 8.427000], [-2.057000, 33.419000, 6.345000], [-1.586000, 31.428000, 6.823000], [-0.231000, 32.196000, 6.122000], [-0.619000, 31.980000, 9.177000], [0.609000, 32.959000, 8.404000], [1.617000, 31.029000, 7.881000], [0.458000, 33.409000, 0.752000], [1.365000, 32.331000, 0.598000], [2.583000, 32.708000, -0.367000], [3.588000, 31.758000, -0.154000], [-0.383000, 33.095000, 1.009000], [1.754000, 32.032000, 1.593000], [0.883000, 31.515000, 0.104000], [2.894000, 33.762000, -0.271000], [2.171000, 32.609000, -1.391000], [3.309000, 30.853000, -0.058000], [-0.320000, 29.131000, 4.278000], [-1.552000, 29.012000, 3.698000], [-2.649000, 29.220000, 4.741000], [-3.871000, 29.408000, 4.072000], [-0.253000, 28.459000, 4.989000], [-1.704000, 29.698000, 2.844000], [-1.622000, 28.025000, 3.272000], [-2.404000, 30.146000, 5.294000], [-2.654000, 28.449000, 5.499000], [-4.144000, 28.511000, 3.792000], [-2.574000, 32.753000, 4.561000], [-1.799000, 32.619000, 3.352000], [-2.782000, 32.395000, 2.288000], [-2.095000, 32.409000, 1.024000], [-3.433000, 32.306000, 4.265000], [-1.181000, 33.557000, 3.288000], [-1.043000, 31.755000, 3.377000], [-3.424000, 33.317000, 2.279000], [-3.473000, 31.561000, 2.321000], [-2.111000, 31.544000, 0.700000]],
  "forces_ev_per_angstrom": [[0.7, 1.8, 0.1], [0.2, -0.3, 0.0], [0.9, 0.2, 1.0], [1.1, 1.9, -3.0], [-2.1, 0.4, 0.0], [0.3, 0.2, 0.8], [1.9, 1.5, 0.4], [0.1, -0.5, -0.9], [1.0, -1.0, 0.6], [0.4, 0.3, 0.8], [-0.6, -1.7, -1.0], [-0.1, -0.3, -0.2], [-0.9, 0.7, 0.1], [-0.3, -0.6, 0.3], [-0.2, 0.1, -0.1], [-1.1, -1.0, 1.9], [1.3, -1.9, -1.0], [0.3, 0.0, -0.3], [0.0, 0.0, 0.2], [-2.1, -0.3, 0.2], [0.2, -0.7, 0.0], [0.0, 0.4, -0.2], [0.5, 0.5, 0.3], [-1.1, 0.3, -0.2], [1.8, -2.3, 0.0], [0.0, 1.2, 0.0], [-1.1, -0.7, -0.1], [-0.1, 0.9, -0.3], [-1.4, -0.4, 0.7], [0.7, 1.2, -0.9], [0.3, -1.1, -1.4], [-1.1, 1.0, 0.7], [2.2, -1.6, 0.6], [0.2, 0.1, 0.2], [-1.7, 1.0, 0.5], [0.1, 1.7, -0.4], [0.9, -0.9, 0.0], [0.3, 0.0, -0.9], [-0.5, 0.6, -0.3], [-0.1, -0.3, 1.3], [1.4, -0.8, -0.5], [0.3, 0.3, -0.7], [-1.3, -0.6, 1.5], [0.5, -0.3, 0.4], [-0.3, -0.1, 0.5], [-1.3, -0.3, -0.2], [0.8, 0.6, -0.4], [-0.5, 1.2, -0.5], [0.8, -0.1, -0.5], [-1.5, 1.7, -0.6], [0.9, -1.9, -1.6], [1.1, 0.6, -0.8], [0.2, -0.2, 0.5], [0.0, 0.8, 0.1], [-0.8, -0.4, 0.7], [-0.4, 0.0, 0.1], [0.5, -0.4, 0.6], [-1.0, 0.2, 1.7], [-0.7, -1.2, 1.7], [-0.1, -0.5, -0.1], [-0.6, -1.9, 0.7], [-0.7, 2.6, -1.0], [0.6, 1.1, -1.0], [1.8, 1.0, -0.3], [-0.6, 0.5, -0.2], [0.1, -1.2, -0.2], [-0.4, 0.9, -0.6], [0.4, -1.2, 0.9], [-0.7, -1.6, 0.0], [0.5, 1.6, -1.0], [0.0, -1.6, 0.7], [-1.4, 1.6, 0.8], [-0.3, 0.9, 0.0], [0.1, 0.5, 1.3], [0.4, -0.9, -0.7], [0.8, 0.1, -0.2], [-0.2, 0.1, -0.1], [0.9, -1.0, -0.8], [-0.6, 2.2, 0.4], [-0.4, 0.0, 0.0], [0.4, 0.8, -1.8], [1.2, -1.1, -0.3], [0.1, -0.1, 0.0], [0.3, -1.6, 0.5], [0.9, -0.2, -0.1], [-1.1, 0.1, 1.0], [-0.3, -0.1, 0.1], [-0.4, 0.0, 0.2], [2.2, 0.8, -0.7], [1.2, 1.6, 0.1], [-2.8, -0.8, 0.3], [1.7, 1.0, 0.0], [-1.7, -0.8, 0.3], [0.0, -0.1, -0.5], [-0.4, -1.0, -0.1], [0.4, -0.7, 0.5], [0.2, 0.2, 0.2], [-0.7, -0.1, -0.1], [1.9, 0.0, 1.1], [-1.4, -0.3, -0.1], [1.3, 1.4, -0.3], [-0.8, -1.2, -0.1], [0.1, 0.7, -0.6], [0.4, 0.0, 0.6], [-0.4, -0.8, -0.4], [-0.2, -0.2, -0.4], [-0.3, -0.6, 0.1], [-0.2, 0.8, 0.2], [-1.1, -1.3, -1.0], [1.9, -0.5, 2.0], [-0.5, 2.6, -2.7], [-0.4, 2.0, 1.0], [0.9, 0.8, 1.4], [-0.8, -0.8, -0.6], [-1.0, 1.0, 0.3], [0.2, -0.7, 0.0], [0.3, -0.6, 0.6], [0.2, -2.4, -1.1]],
  "lowdin_charge": [-0.0813, -0.1889, -0.2128, -0.1696, -0.0603, -0.2509, -0.2082, -0.2269, -0.1015, 0.0751, 0.0671, 0.0955, 0.0990, 0.1280, 0.1046, 0.0844, 0.1538, 0.1050, 0.1118, 0.0956, 0.1384, 0.0961, 0.0707, 0.0764, -0.1099, -0.2091, -0.2017, -0.2165, -0.0485, -0.2399, -0.2092, -0.1861, -0.0739, 0.0833, 0.0392, 0.1170, 0.1325, 0.1080, 0.1374, 0.0837, 0.1239, 0.1228, 0.0740, 0.1248, 0.1282, 0.0925, 0.0819, 0.0621, -0.1036, -0.2454, -0.1941, -0.0914, 0.0720, 0.1230, 0.1163, 0.1288, 0.0967, 0.0571, -0.0657, -0.2770, -0.1962, -0.0648, 0.1330, 0.0747, 0.1417, 0.1379, 0.1275, 0.0191, -0.0554, -0.2232, -0.1640, -0.0680, 0.1254, 0.0678, 0.1214, 0.0940, 0.1158, 0.0858, -0.0851, -0.2618, -0.2466, -0.0602, 0.0509, 0.0925, 0.1138, 0.1061, 0.1307, 0.0956, -0.0676, -0.2357, -0.2250, -0.0704, -0.0046, 0.1227, 0.0817, 0.1251, 0.1101, 0.0779, -0.0416, -0.2931, -0.2236, -0.0953, 0.1178, 0.1093, 0.1128, 0.1107, 0.1317, 0.1156, -0.1128, -0.2158, -0.2316, -0.0646, 0.0701, 0.1519, 0.1359, 0.1513, 0.1088, 0.0058]
}